Entry 1:
Molecular formula: C27H75N3O12
Method: DFT, ωB97M-V/def2-TZVPD

Output
* HOMO-LUMO gap: 9.4 eV
* 2S+1: 1
* E_tot: -58247.3801 eV
* total charge: 0
* energy above the lowest of the compared OMol25 structures with the same formula, charge and spin: 455.79 kJ/mol
* lowest unoccupied orbital energy: 0.291 eV

Geometry (Å):
C  6.588  -7.208  -1.075
C  7.901  -6.451  -1.251
C  8.150  -6.195  -2.685
O  8.403  -7.456  -3.365
C  9.741  -7.935  -3.278
N  7.768  -5.277  -0.422
H  6.319  -7.562  -0.079
H  6.655  -8.123  -1.663
H  5.749  -6.702  -1.552
H  8.714  -7.032  -0.816
H  9.102  -5.667  -2.736
H  7.401  -5.631  -3.241
H  9.998  -8.839  -3.830
H  10.068  -7.968  -2.239
H  10.356  -7.273  -3.888
H  7.747  -5.645  0.519
H  6.813  -4.951  -0.458
C  -1.946  -2.705  -7.547
C  -2.326  -3.770  -8.635
C  -2.736  -5.108  -7.950
O  -3.361  -5.928  -8.983
C  -3.947  -7.147  -8.600
N  -3.421  -3.246  -9.367
H  -2.720  -2.486  -6.811
H  -1.672  -1.769  -8.035
H  -1.151  -3.104  -6.918
H  -1.465  -3.975  -9.271
H  -3.501  -4.950  -7.190
H  -1.797  -5.593  -7.683
H  -4.114  -7.077  -7.525
H  -3.226  -7.937  -8.813
H  -4.924  -7.184  -9.082
H  -3.698  -2.373  -8.942
H  -4.184  -3.883  -9.190
C  -1.792  2.658  9.279
C  -1.291  4.129  9.257
C  -2.370  4.983  8.497
O  -1.939  6.328  8.405
C  -1.382  6.860  7.201
N  -1.144  4.621  10.653
H  -1.587  2.053  8.396
H  -2.831  2.526  9.584
H  -1.179  1.973  9.866
H  -0.342  4.262  8.738
H  -3.293  4.937  9.076
H  -2.487  4.562  7.498
H  -1.981  6.630  6.320
H  -0.305  6.703  7.133
H  -1.542  7.932  7.315
H  -2.102  4.599  10.973
H  -1.018  5.622  10.606
C  -2.056  9.015  -2.410
C  -3.551  9.025  -2.695
C  -4.221  10.420  -2.633
O  -3.690  8.606  -3.999
H  -1.764  9.015  -1.359
H  -1.447  9.874  -2.691
H  -1.615  8.136  -2.878
H  -4.204  8.394  -2.092
H  -4.285  10.846  -1.632
H  -5.238  10.364  -3.021
H  -3.497  11.089  -3.098
H  -2.799  8.429  -4.308
C  9.057  3.496  -4.801
C  7.661  2.937  -4.514
C  7.333  1.719  -5.342
O  7.529  2.561  -3.144
H  9.940  2.858  -4.774
H  9.213  4.276  -4.056
H  9.173  3.817  -5.836
H  6.869  3.684  -4.580
H  6.455  1.219  -4.933
H  8.132  0.986  -5.449
H  7.049  2.006  -6.354
H  8.245  1.932  -3.026
C  -4.252  -5.281  -0.830
C  -5.586  -5.756  -0.239
C  -6.781  -5.531  -1.092
O  -5.485  -7.100  0.165
H  -3.498  -5.664  -0.143
H  -4.103  -4.204  -0.756
H  -4.002  -5.762  -1.775
H  -5.774  -5.145  0.644
H  -6.660  -4.507  -1.447
H  -7.666  -5.661  -0.469
H  -6.914  -5.975  -2.079
H  -5.056  -7.660  -0.486
C  0.403  2.371  1.005
C  1.288  1.162  0.676
O  1.396  0.744  -0.632
O  -0.902  2.039  0.548
H  0.738  3.297  0.537
H  0.359  2.581  2.074
H  0.891  0.348  1.282
H  2.266  1.379  1.104
H  0.541  0.538  -1.016
H  -1.450  2.803  0.745
C  2.217  -5.577  8.234
C  2.085  -5.198  6.772
O  3.407  -5.378  6.120
O  1.025  -5.422  8.949
H  3.071  -5.116  8.730
H  2.333  -6.659  8.175
H  2.001  -4.113  6.715
H  1.181  -5.543  6.271
H  4.095  -5.176  6.759
H  1.115  -5.920  9.765
C  -8.146  6.776  3.095
C  -8.099  7.975  4.057
O  -8.219  7.427  5.363
O  -6.921  6.065  3.323
H  -8.074  7.153  2.075
H  -9.022  6.130  3.148
H  -8.840  8.735  3.809
H  -7.183  8.550  3.926
H  -8.130  7.998  6.128
H  -6.636  6.340  4.198

---

Entry 2:
Molecular formula: C30H55N4OP2PtS
Method: DFT, ωB97M-V/def2-TZVPD

Output
* HOMO-LUMO gap (spin up / spin down): 4.8 / 6.7 eV
* ⟨S²⟩: 2.02
* 2S+1: 3
* E_tot: -72662.6046 eV
* total charge: +1
* energy above the lowest of the compared OMol25 structures with the same formula, charge and spin: 82.26 kJ/mol
* lowest unoccupied orbital energy (spin up / spin down): -2.379 / -3.195 eV

Geometry (Å):
C  2.405  -1.190  -1.608
C  1.399  0.650  -2.664
C  3.341  -1.299  -2.641
C  2.293  0.563  -3.729
C  3.282  -0.422  -3.728
H  4.062  -2.111  -2.583
H  2.193  1.249  -4.575
H  3.986  -0.531  -4.558
N  1.494  -0.209  -1.628
P  0.558  -2.367  0.166
P  -0.041  2.233  -0.862
C  2.298  -2.182  -0.456
H  2.726  -3.151  -0.743
H  2.898  -1.798  0.386
C  -1.315  0.000  1.421
O  -2.431  -0.068  1.865
C  0.203  1.571  -2.629
H  0.309  2.375  -3.364
C  -1.641  3.298  -0.909
C  1.461  3.428  -0.560
C  -0.297  -3.515  -1.111
C  0.745  -3.256  1.839
C  -2.782  2.469  -0.284
H  -2.744  2.500  0.814
H  -3.746  2.896  -0.602
H  -2.757  1.418  -0.605
C  -1.522  4.583  -0.073
H  -1.318  4.366  0.984
H  -0.763  5.273  -0.461
H  -2.494  5.101  -0.117
C  -2.015  3.667  -2.354
H  -2.696  4.536  -2.317
H  -1.158  3.956  -2.978
H  -2.551  2.840  -2.842
C  1.363  4.024  0.876
H  0.733  3.414  1.540
H  2.363  4.058  1.341
H  0.979  5.056  0.868
C  2.771  2.620  -0.633
H  2.682  1.647  -0.140
H  3.098  2.454  -1.665
H  3.578  3.168  -0.120
C  1.502  4.559  -1.629
H  0.791  4.444  -2.460
H  1.324  5.553  -1.184
H  2.508  4.590  -2.082
C  -0.670  -3.439  2.395
H  -0.608  -3.973  3.354
H  -1.149  -2.469  2.586
H  -1.333  -4.017  1.739
C  1.556  -2.409  2.823
H  2.511  -2.109  2.392
H  0.987  -1.519  3.156
H  1.860  -3.058  3.659
C  1.475  -4.614  1.711
H  2.287  -4.598  0.968
H  1.954  -4.831  2.679
H  0.803  -5.461  1.508
C  0.195  -3.149  -2.518
H  1.236  -3.447  -2.696
H  -0.426  -3.663  -3.266
H  0.102  -2.072  -2.703
C  -1.826  -3.249  -1.010
H  -2.162  -2.652  -1.870
H  -2.373  -4.204  -0.999
H  -2.114  -2.685  -0.107
C  -0.007  -5.011  -0.908
H  1.069  -5.243  -0.869
H  -0.503  -5.419  -0.016
H  -0.415  -5.555  -1.779
Pt  -0.326  -0.294  -0.251
N  -1.448  -0.185  -1.932
C  -1.039  0.607  -2.847
C  -1.796  0.478  -4.204
C  -1.321  1.502  -5.213
C  -1.492  -0.922  -4.730
C  -3.305  0.609  -3.912
H  -1.488  2.523  -4.847
H  -0.255  1.357  -5.432
H  -1.896  1.359  -6.139
H  -1.870  -1.672  -4.024
H  -1.975  -1.072  -5.702
H  -0.410  -1.069  -4.842
H  -3.786  1.304  -4.611
H  -3.781  -0.375  -4.004
H  -3.513  0.955  -2.890
N  -1.002  -0.481  4.484
C  -0.020  0.271  3.903
N  0.991  0.759  4.539
S  0.238  0.664  2.135
H  -1.012  -0.502  5.490
H  -1.788  -0.868  3.979
H  1.741  1.167  3.961
H  1.086  0.830  5.544

---

Entry 3:
Molecular formula: C31H20Cl2N7O4V
Method: DFT, ωB97M-V/def2-TZVPD

Output
* HOMO-LUMO gap (spin up / spin down): 6.2 / 6.2 eV
* ⟨S²⟩: 2.02
* 2S+1: 3
* E_tot: -101828.5700 eV
* total charge: 0
* energy above the lowest of the compared OMol25 structures with the same formula, charge and spin: 63.62 kJ/mol
* lowest unoccupied orbital energy (spin up / spin down): -1.172 / -1.464 eV

Geometry (Å):
V  0.308  0.340  -0.008
Cl  -1.993  -2.843  4.940
C  -1.124  -1.621  4.079
C  -0.436  -1.975  2.931
C  0.271  -1.021  2.218
N  0.949  -1.325  0.999
C  2.002  -2.172  1.173
O  2.407  -2.570  2.255
C  2.744  -2.690  -0.036
C  4.135  -2.734  0.032
C  4.834  -3.350  -0.989
C  4.118  -3.935  -2.024
C  2.737  -3.840  -2.000
N  2.051  -3.214  -1.045
C  0.270  0.314  2.652
C  -0.419  0.669  3.809
C  -1.108  -0.301  4.518
Cl  -1.963  0.165  5.947
N  0.858  1.200  1.746
C  0.786  2.536  1.854
O  0.603  3.242  2.835
C  0.938  3.184  0.499
C  1.176  4.543  0.378
C  1.262  5.092  -0.888
C  1.099  4.269  -1.995
C  0.865  2.924  -1.791
N  0.794  2.389  -0.570
H  -0.438  -3.004  2.600
H  4.629  -2.317  0.898
H  5.915  -3.399  -0.967
H  4.615  -4.461  -2.828
H  2.145  -4.294  -2.790
H  -0.419  1.693  4.146
H  1.273  5.127  1.282
H  1.447  6.151  -1.016
H  1.146  4.662  -3.000
H  0.725  2.245  -2.623
O  -5.014  -0.798  -0.966
C  -5.034  0.119  0.015
C  -6.276  0.462  0.551
C  -6.365  1.384  1.572
C  -5.220  1.993  2.088
C  -3.993  1.670  1.558
C  -3.877  0.740  0.516
C  -2.541  0.437  0.000
O  -1.538  1.121  0.402
N  -2.409  -0.527  -0.918
N  -1.116  -0.594  -1.269
C  -0.706  -1.251  -2.286
C  0.692  -1.047  -2.615
C  1.262  -1.533  -3.784
C  2.588  -1.244  -4.049
C  3.315  -0.491  -3.140
C  2.674  -0.026  -2.006
N  1.390  -0.280  -1.754
H  -4.078  -0.970  -1.203
H  -7.154  -0.024  0.148
H  -7.337  1.629  1.981
H  -5.295  2.706  2.898
H  -3.086  2.121  1.939
H  -1.363  -1.838  -2.918
H  0.668  -2.130  -4.463
H  3.058  -1.616  -4.951
H  4.359  -0.263  -3.298
H  3.196  0.572  -1.270

---

Entry 4:
Molecular formula: C5H20N10O5
Method: DFT, ωB97M-V/def2-TZVPD

Output
* HOMO-LUMO gap: 7.8 eV
* 2S+1: 1
* E_tot: -30626.3341 eV
* total charge: 0
* energy above the lowest of the compared OMol25 structures with the same formula, charge and spin: 2636.59 kJ/mol
* lowest unoccupied orbital energy: -0.240 eV

Geometry (Å):
C  1.302  0.782  1.360
O  0.690  1.265  2.366
N  1.925  1.533  0.410
N  1.269  -0.454  1.077
H  1.928  2.541  0.477
H  2.133  1.089  -0.473
H  1.985  -0.729  0.420
H  0.779  -0.987  1.781
C  -0.436  -3.409  2.026
O  -0.175  -4.565  1.950
N  -1.514  -2.892  1.879
N  0.550  -2.501  2.092
H  -1.669  -1.895  1.851
H  -2.261  -3.572  1.851
H  1.446  -2.871  2.376
H  0.318  -1.558  2.370
C  0.833  0.371  -2.071
O  1.744  1.209  -1.863
N  0.681  -0.326  -3.061
N  -0.036  0.116  -1.141
H  -0.210  -0.772  -3.222
H  1.361  -0.118  -3.778
H  -0.295  0.641  -0.318
H  -0.586  -0.693  -1.393
C  -0.377  3.377  -1.332
O  -0.795  4.256  -0.724
N  -0.664  3.139  -2.629
N  0.583  2.591  -0.954
H  -1.603  3.329  -2.947
H  -0.124  2.620  -3.307
H  0.918  1.782  -1.457
H  1.059  2.926  -0.129
C  -1.481  -0.586  0.273
O  -1.774  -0.367  -0.982
N  -0.363  -1.264  0.746
N  -2.235  -0.476  1.262
H  -0.297  -1.184  1.751
H  0.486  -1.458  0.235
H  -1.987  -0.892  2.148
H  -3.107  0.000  1.077